(1)
Here is a gas-phase ion, C5H10NO2 (charge -1) at a distorted geometry from the Open Molecules 2025 dataset. Energies are from ωB97M-V/def2-TZVPD.

The calculation puts the LUMO energy at 3.90 eV. For the calculated total energy, the calculation gives -10929.9670 eV. Its total charge is -1.

Geometry (Å):
C1 -1.30 0.24 1.46
N1 -1.35 0.07 0.02
C2 -0.10 0.58 -0.68
C3 0.96 -0.44 -0.68
C4 1.72 -0.76 0.75
O1 1.06 -1.76 1.15
C5 -0.73 0.90 -2.03
O2 -0.42 1.70 -2.87
H1 -1.48 1.33 1.68
H2 -0.27 0.00 1.84
H3 -2.02 -0.29 2.09
H4 -1.45 -0.95 -0.25
H5 0.07 1.53 -0.14
H6 0.59 -1.50 -0.94
H7 1.79 -0.13 -1.20
H8 2.80 -1.01 0.51
H9 1.80 0.11 1.39
H10 -1.67 0.37 -2.11

(2)
Here is 2 unconnected molecules or ions with the total composition C5H10NO2 at a distorted geometry from the Open Molecules 2025 dataset. Energies are from ωB97M-V/def2-TZVPD.

The calculation puts the LUMO energy (alpha / beta) at -0.81 / -2.47 eV. For the calculated total energy, the calculation gives -10927.1713 eV. Its multiplicity is 2. Its total charge is 0.

Geometry (Å):
C1 1.81 1.49 0.68
N1 0.48 -1.35 -0.49
C2 0.46 -0.71 -1.78
C3 -1.02 -0.83 1.32
C4 -0.81 -1.21 0.01
C5 -1.84 0.26 0.31
O1 -1.40 1.39 0.38
O2 -2.92 -0.13 -0.09
H1 2.15 2.45 0.29
H2 1.10 0.88 0.16
H3 1.51 1.64 1.71
H4 -0.41 -1.04 -2.38
H5 1.31 -0.77 -2.43
H6 0.33 0.38 -1.73
H7 -1.79 -1.17 2.01
H8 2.75 0.92 0.67
H9 -0.19 -0.32 1.78
H10 -1.55 -1.88 -0.42

(3)
Here is 2 unconnected molecules or ions with the total composition C5H10NO2 at a distorted geometry from the Open Molecules 2025 dataset. Energies are from ωB97M-V/def2-TZVPD.

The calculation puts the LUMO energy (alpha / beta) at -4.46 / -4.46 eV. For the calculated total energy, the calculation gives -10916.4513 eV. Its total charge is +1.

Geometry (Å):
C1 1.03 0.48 0.07
C2 2.53 -0.89 0.60
C3 -0.60 -1.47 0.03
C4 -1.10 0.46 -1.05
C5 0.09 0.76 1.11
N1 -0.30 -0.07 0.01
O1 3.86 0.51 -0.70
O2 3.58 -0.61 0.20
H1 -1.62 -1.93 0.15
H2 -0.24 -2.04 -0.86
H3 -0.11 -2.01 0.88
H4 -2.13 0.31 -0.68
H5 -0.83 1.55 -1.06
H6 -0.86 -0.14 -1.94
H7 -0.54 1.65 1.21
H8 0.22 0.40 2.08
H9 1.21 1.09 -0.83
H10 4.76 0.96 -0.57

(4)
Here is 2 unconnected molecules or ions with the total composition C5H10NO2S at a distorted geometry from the Open Molecules 2025 dataset. Energies are from ωB97M-V/def2-TZVPD.

The calculation puts the LUMO energy (alpha / beta) at -4.02 / -8.38 eV. For the calculated total energy, the calculation gives -21754.7569 eV. Its multiplicity is 3. Its total charge is +1.

Geometry (Å):
C1 3.62 -0.36 -0.92
C2 -1.62 -0.41 -0.33
C3 2.58 0.13 -0.22
C4 1.98 1.39 0.23
C5 -3.83 -0.07 0.71
N1 -2.87 -0.36 -0.30
O1 0.70 -0.70 1.32
O2 -0.88 -1.01 -1.30
S1 1.71 -1.31 0.50
H1 3.83 -1.37 -0.88
H2 4.13 0.33 -1.51
H3 -1.45 -1.53 -1.89
H4 -1.06 -0.05 0.58
H5 1.43 1.97 -0.43
H6 1.45 1.32 1.09
H7 2.75 2.07 0.36
H8 -3.42 -0.32 1.82
H9 -4.81 -0.78 0.52
H10 -4.23 1.06 0.63

(5)
Here is a gas-phase ion, C5H10NO3 (charge -1) at a distorted geometry from the Open Molecules 2025 dataset. Energies are from ωB97M-V/def2-TZVPD.

The calculation puts the LUMO energy at 3.86 eV. For the calculated total energy, the calculation gives -12976.7166 eV. Its total charge is -1.

Geometry (Å):
C1 -0.71 0.38 -0.31
C2 -1.48 -0.67 -1.32
C3 1.76 0.63 0.02
C4 0.69 -1.63 0.55
C5 0.50 -0.06 0.59
N1 -1.35 1.51 -0.09
O1 -0.82 2.34 0.80
O2 -2.30 1.94 -0.73
O3 0.32 0.32 1.89
H1 -1.82 -1.46 -0.52
H2 -0.69 -1.07 -1.95
H3 -2.15 -0.08 -2.01
H4 2.63 0.53 0.74
H5 1.81 0.21 -0.97
H6 1.53 1.66 0.01
H7 1.65 -1.93 1.07
H8 -0.36 -1.97 0.82
H9 0.91 -1.78 -0.47
H10 -0.14 1.12 1.89

(6)
Here is 2 unconnected molecules or ions with the total composition C5H10NO3 at a distorted geometry from the Open Molecules 2025 dataset. Energies are from ωB97M-V/def2-TZVPD.

The calculation puts the LUMO energy at 3.62 eV. For the calculated total energy, the calculation gives -12981.0824 eV. Its total charge is -1.

Geometry (Å):
C1 2.07 0.98 -1.99
C2 0.48 1.20 -2.20
O1 -0.22 0.23 -2.08
O2 0.21 2.43 -2.46
H1 2.37 1.80 -2.69
H2 2.45 -0.05 -2.15
H3 2.37 1.31 -0.98
C3 -1.21 -0.48 1.92
C4 -1.44 0.75 0.96
C5 -0.42 -1.70 1.67
O3 -0.40 -2.64 2.46
N1 0.25 -1.89 0.45
H4 -0.62 -0.08 2.70
H5 -2.24 -0.80 2.27
H6 -1.07 1.61 1.53
H7 -2.49 0.82 0.59
H8 0.69 -2.93 0.34
H9 0.17 -1.18 -0.35
H10 -0.95 0.61 0.01

(7)
Here is a gas-phase ion, C5H10NO4S (charge -1) at a distorted geometry from the Open Molecules 2025 dataset. Energies are from ωB97M-V/def2-TZVPD.

The calculation puts the LUMO energy at 3.51 eV. For the calculated total energy, the calculation gives -25862.4167 eV. Its total charge is -1.

Geometry (Å):
C1 -3.32 -1.72 0.02
C2 -1.18 1.69 0.40
C3 1.13 0.85 0.56
C4 -0.56 -2.46 -2.32
C5 -0.31 0.42 0.60
N1 -0.48 -0.72 -0.25
O1 -3.43 -2.91 0.05
O2 -3.47 -0.76 0.64
O3 -1.10 0.18 -2.55
O4 -2.77 -1.36 -1.53
S1 -1.29 -0.91 -1.58
H1 -1.25 2.21 1.39
H2 -0.93 2.44 -0.34
H3 -2.24 1.45 0.01
H4 1.57 1.28 -0.42
H5 1.87 0.08 0.92
H6 1.41 1.76 1.17
H7 0.41 -2.22 -2.76
H8 -0.33 -3.19 -1.58
H9 -1.39 -2.54 -3.02
H10 -0.52 0.00 1.62

(8)
Here is a molecular structure, C5H10NO8 at a distorted geometry from the Open Molecules 2025 dataset. Energies are from ωB97M-V/def2-TZVPD.

The calculation puts the LUMO energy (alpha / beta) at -0.38 / -0.39 eV. For the calculated total energy, the calculation gives -23203.5458 eV. Its multiplicity is 2. Its total charge is 0.

Geometry (Å):
H1 -5.99 0.75 -0.72
O1 -5.30 0.10 -0.50
O2 -4.07 0.62 -1.16
C1 -2.97 0.22 -0.37
C2 -1.86 1.27 -0.22
C3 1.10 -2.72 0.34
C4 0.48 -2.64 -1.06
C5 1.99 -1.46 0.74
O3 1.81 -0.54 -0.28
N1 2.91 0.75 -0.13
O4 2.80 1.55 -1.02
O5 3.62 0.67 0.85
O6 0.47 -3.25 1.28
O7 -1.41 1.66 0.92
O8 0.22 2.04 1.02
H2 0.18 3.00 1.22
H3 -3.28 -0.12 0.63
H4 -2.32 -0.57 -0.95
H5 -1.23 1.38 -1.13
H6 0.27 -1.59 -1.26
H7 1.03 -3.02 -1.94
H8 -0.44 -3.24 -1.05
H9 1.56 -1.09 1.70
H10 3.04 -1.71 0.86

(9)
Here is a gas-phase ion, C5H10NOS (charge +1) at a distorted geometry from the Open Molecules 2025 dataset. Energies are from ωB97M-V/def2-TZVPD.

The calculation puts the LUMO energy at -3.13 eV. For the calculated total energy, the calculation gives -19711.9381 eV. Its total charge is +1.

Geometry (Å):
C1 0.03 -0.33 -0.21
C2 -0.97 0.61 -0.03
C3 1.25 1.86 -0.84
C4 0.14 -1.79 -0.07
C5 -2.37 0.39 0.35
N1 1.36 0.36 -0.46
O1 2.30 2.48 -0.18
S1 -0.43 2.28 -0.32
H1 1.39 2.04 -1.97
H2 1.10 -1.94 0.53
H3 0.13 -2.26 -1.05
H4 -0.78 -2.32 0.41
H5 -2.58 1.13 1.24
H6 -2.66 -0.69 0.69
H7 -3.05 0.72 -0.53
H8 1.90 0.21 0.37
H9 1.79 -0.12 -1.24
H10 2.26 3.46 -0.25

(10)
Here is C5H10NPS in the gas phase at a distorted geometry from the Open Molecules 2025 dataset. Energies are from ωB97M-V/def2-TZVPD.

The calculation puts the LUMO energy at 0.37 eV. For the calculated total energy, the calculation gives -26959.9369 eV. Its total charge is 0.

Geometry (Å):
C1 -2.26 -0.18 0.84
C2 -0.84 -1.48 -2.13
C3 1.81 1.35 1.22
C4 0.10 -0.89 -1.00
C5 0.43 0.61 1.53
N1 -3.12 -0.42 1.53
P1 -0.47 0.57 -0.10
S1 -0.75 2.25 -0.96
H1 -0.54 -1.01 -2.98
H2 -0.81 -2.60 -2.09
H3 -1.96 -1.37 -1.95
H4 2.57 1.00 0.50
H5 1.77 2.39 0.91
H6 2.45 1.29 2.14
H7 1.11 -0.80 -1.44
H8 0.17 -1.73 -0.32
H9 -0.11 1.26 2.10
H10 0.46 -0.23 2.20

(11)
Here is a molecular structure, C5H10O from the Open Molecules 2025 dataset. Energies are from ωB97M-V/def2-TZVPD.

The calculation puts the LUMO energy (alpha / beta) at 0.68 / 0.68 eV. For the calculated total energy, the calculation gives -7389.4595 eV. Its total charge is 0.

Geometry (Å):
C1 -1.63 1.02 0.18
C2 -1.51 -0.49 0.39
C3 -0.07 -0.91 0.68
C4 0.94 -0.92 -0.45
C5 2.27 0.45 -0.96
O1 2.17 -0.58 0.03
H1 -1.04 1.34 -0.68
H2 -1.27 1.57 1.06
H3 -2.67 1.31 0.00
H4 -1.86 -1.03 -0.49
H5 -2.15 -0.80 1.23
H6 -0.04 -1.99 0.92
H7 0.33 -0.39 1.56
H8 1.27 -0.32 -1.61
H9 3.24 0.41 -1.45
H10 2.08 1.42 -0.50

(12)
Here is 2 unconnected molecules or ions with the total composition C5H10O from the Open Molecules 2025 dataset. Energies are from ωB97M-V/def2-TZVPD.

The calculation puts the LUMO energy at 0.97 eV. For the calculated total energy, the calculation gives -7394.1417 eV. Its total charge is 0.

Geometry (Å):
O1 1.50 2.05 -0.97
C1 -0.40 -0.22 -1.19
C2 -1.21 0.43 -0.09
C3 -0.49 -0.03 1.19
C4 0.30 -1.29 0.79
C5 0.43 -1.15 -0.71
H1 1.34 2.31 -0.06
H2 -0.51 0.05 -2.24
H3 -1.25 1.52 -0.20
H4 -2.25 0.06 -0.13
H5 -1.18 -0.21 2.02
H6 0.21 0.75 1.52
H7 1.27 -1.36 1.30
H8 -0.25 -2.21 1.03
H9 1.40 1.08 -0.95
H10 1.09 -1.77 -1.31

(13)
Here is C5H10O in the gas phase from the Open Molecules 2025 dataset. Energies are from ωB97M-V/def2-TZVPD.

The calculation puts the LUMO energy at 1.04 eV. For the calculated total energy, the calculation gives -7393.7205 eV. Its total charge is 0.

Geometry (Å):
C1 1.97 -0.14 0.09
C2 0.46 -0.25 0.05
C3 -0.16 -0.62 1.41
C4 -0.32 0.44 -0.98
O1 0.07 -0.91 -1.17
C5 -1.80 0.66 -0.88
H1 2.34 0.18 -0.88
H2 2.37 -1.14 0.30
H3 2.33 0.53 0.88
H4 0.21 1.20 -1.56
H5 0.09 -1.64 1.69
H6 -1.24 -0.50 1.43
H7 0.23 0.03 2.22
H8 -1.98 1.63 -0.42
H9 -2.25 0.65 -1.88
H10 -2.30 -0.12 -0.30

(14)
Here is C5H10O in the gas phase from the Open Molecules 2025 dataset. Energies are from ωB97M-V/def2-TZVPD.

The calculation puts the LUMO energy at 1.19 eV. For the calculated total energy, the calculation gives -7393.4377 eV. Its total charge is 0.

Geometry (Å):
C1 2.43 -0.05 0.09
O1 1.23 -0.56 0.62
C2 0.11 -0.24 -0.16
C3 -0.67 1.07 0.08
C4 -1.96 0.26 -0.15
C5 -1.16 -1.02 0.18
H1 2.43 1.05 0.05
H2 2.61 -0.43 -0.93
H3 3.24 -0.38 0.74
H4 0.35 -0.34 -1.23
H5 -0.57 1.37 1.13
H6 -0.47 1.93 -0.57
H7 -2.27 0.28 -1.20
H8 -2.83 0.49 0.48
H9 -1.18 -1.24 1.25
H10 -1.37 -1.94 -0.38